Entry from the Open Molecules 2025 dataset: 14 unconnected molecules or ions with the total composition C50H139N11O17 at a distorted geometry (ωB97M-V with the def2-TZVPD basis set).

Results
charge	0
electronic energy	-3869.322734	hartree
orbital gap	9.11	eV
2S+1	1

Geometry (Å):
1 C 0.0805 7.1055 4.8747
2 C -0.3514 8.2360 5.8531
3 O 0.3400 8.3151 7.0737
4 O 1.3761 7.4339 4.3989
5 H -0.6540 7.0473 4.0714
6 H 0.0229 6.1967 5.4737
7 H -1.3221 7.9623 6.2665
8 H -0.4405 9.1697 5.2977
9 H 0.2177 9.1641 7.5049
10 H 1.9512 7.4541 5.1673
11 C 6.6503 -1.2723 -10.1117
12 C 6.2775 -2.0837 -8.8542
13 O 5.7305 -1.2938 -7.7916
14 O 5.5024 -0.9652 -10.8962
15 H 7.4108 -1.7686 -10.7145
16 H 7.0669 -0.2904 -9.8871
17 H 7.2125 -2.5600 -8.5592
18 H 5.6200 -2.8838 -9.1942
19 H 5.0731 -0.7391 -8.2179
20 H 5.4054 -1.7447 -11.4482
21 C -1.8888 4.7115 11.2197
22 C -0.8379 3.8698 10.4145
23 O -1.3584 3.2457 9.2663
24 O -2.8552 3.9001 11.7621
25 H -2.4124 5.4089 10.5658
26 H -1.3300 5.3524 11.9016
27 H -0.2863 3.1475 11.0163
28 H -0.0972 4.5453 9.9866
29 H -2.0291 2.6297 9.5699
30 H -3.4558 4.3793 12.3377
31 C -6.7356 6.0886 5.6510
32 C -7.5894 6.5712 4.5014
33 C -6.7237 7.0928 3.2900
34 O -5.8769 8.1875 3.6850
35 C -6.5765 9.4157 3.9696
36 N -8.5750 5.5479 4.0603
37 H -7.2514 5.8459 6.5801
38 H -5.9299 6.7737 5.9146
39 H -6.1816 5.2082 5.3253
40 H -8.1293 7.4161 4.9288
41 H -7.3996 7.3108 2.4631
42 H -6.0113 6.3381 2.9570
43 H -7.2908 9.6750 3.1882
44 H -5.8118 10.1924 3.9825
45 H -7.0958 9.5575 4.9174
46 H -9.1557 5.2504 4.8312
47 H -8.0739 4.7062 3.8142
48 C 7.5653 4.9549 -3.9287
49 C 6.9905 4.0634 -5.0034
50 C 7.3616 4.4734 -6.4232
51 O 6.9118 5.7541 -6.7609
52 C 6.9897 6.0523 -8.1552
53 N 7.4453 2.6922 -4.6441
54 H 7.4382 5.9926 -4.2369
55 H 8.6470 4.8332 -3.8708
56 H 7.1945 4.8460 -2.9095
57 H 5.9006 4.0564 -4.9986
58 H 7.0987 3.6696 -7.1109
59 H 8.4491 4.5284 -6.3754
60 H 6.4230 5.3536 -8.7706
61 H 8.0578 6.0321 -8.3716
62 H 6.6254 7.0767 -8.2330
63 H 7.0885 2.0080 -5.2958
64 H 7.0188 2.4335 -3.7659
65 C -3.2143 -10.8478 5.7354
66 C -3.6869 -9.8708 4.6259
67 C -3.3875 -8.3291 4.8682
68 O -3.7369 -7.4857 3.8032
69 C -3.6409 -6.0530 4.0942
70 N -3.0835 -10.3216 3.4089
71 H -3.6921 -11.8196 5.6111
72 H -3.4782 -10.4216 6.7033
73 H -2.1492 -10.9993 5.9103
74 H -4.7683 -9.9719 4.5341
75 H -2.3073 -8.3274 5.0140
76 H -3.8240 -8.0739 5.8339
77 H -3.6997 -5.5998 3.1046
78 H -2.7768 -5.7835 4.7014
79 H -4.5207 -5.7781 4.6759
80 H -3.2848 -9.6847 2.6513
81 H -2.0803 -10.2729 3.5144
82 C 2.5615 9.9282 -5.6921
83 C 3.1969 9.6572 -4.3424
84 C 2.7680 8.2484 -3.7561
85 O 3.3166 7.9997 -2.5066
86 C 2.8046 6.7847 -1.9644
87 N 4.6511 9.5988 -4.4712
88 H 1.4871 9.8440 -5.5287
89 H 2.8789 9.1842 -6.4228
90 H 2.7503 10.9275 -6.0845
91 H 3.0807 10.4473 -3.6006
92 H 3.0796 7.4385 -4.4157
93 H 1.6842 8.2756 -3.6438
94 H 3.2274 6.4790 -1.0074
95 H 2.8266 5.9323 -2.6435
96 H 1.7515 7.0107 -1.7974
97 H 4.9546 9.3310 -3.5459
98 H 4.7473 8.7489 -5.0083
99 C -0.0024 -11.2284 -4.0339
100 C 1.2000 -11.2648 -3.0604
101 C 1.1156 -10.3863 -1.8235
102 O 0.8513 -9.0067 -2.1155
103 C 0.2094 -8.1737 -1.1523
104 N 1.5202 -12.6929 -2.7518
105 H -0.9520 -11.4800 -3.5616
106 H 0.1670 -11.8351 -4.9234
107 H -0.0901 -10.2109 -4.4149
108 H 2.0186 -10.8121 -3.6198
109 H 1.9708 -10.5028 -1.1578
110 H 0.2139 -10.7807 -1.3549
111 H -0.8051 -8.5694 -1.1063
112 H 0.2906 -7.1942 -1.6236
113 H 0.5826 -8.1909 -0.1283
114 H 2.4549 -12.6639 -2.3704
115 H 1.6497 -13.2120 -3.6085
116 C 4.5734 -9.8052 -10.4504
117 C 4.0359 -8.8787 -9.4266
118 C 4.9161 -8.3872 -8.2530
119 O 4.0649 -7.6577 -7.3441
120 C 4.7389 -7.2309 -6.1435
121 N 3.5018 -7.7137 -10.0929
122 H 3.7918 -9.9627 -11.1936
123 H 4.8339 -10.7808 -10.0400
124 H 5.4685 -9.4272 -10.9445
125 H 3.1875 -9.3861 -8.9675
126 H 5.7393 -7.7646 -8.6034
127 H 5.2092 -9.2392 -7.6396
128 H 4.2037 -6.4252 -5.6411
129 H 5.7691 -6.9307 -6.3350
130 H 4.9125 -8.1220 -5.5402
131 H 2.9225 -7.2674 -9.3962
132 H 2.9421 -7.8177 -10.9272
133 C -8.4263 3.0270 -4.8570
134 C -9.2671 2.6809 -3.5747
135 C -8.4481 2.7321 -2.2788
136 O -7.4767 1.6968 -2.2578
137 C -6.8764 1.5101 -1.0326
138 N -10.5172 3.3810 -3.6761
139 H -8.9778 2.7759 -5.7631
140 H -7.4391 2.5657 -4.8832
141 H -8.3451 4.1093 -4.9573
142 H -9.5435 1.6275 -3.6202
143 H -9.0676 2.4782 -1.4187
144 H -8.0822 3.7139 -1.9786
145 H -6.3617 2.4289 -0.7516
146 H -6.1699 0.6906 -1.1644
147 H -7.5548 1.3089 -0.2035
148 H -10.8933 3.2429 -4.6032
149 H -10.4608 4.3716 -3.4871
150 C 2.3632 -0.0193 -0.8538
151 C 0.9906 -0.4343 -0.3026
152 C 0.6625 0.1007 1.1111
153 O -0.7101 0.0023 1.3697
154 C -0.9975 0.6637 2.5659
155 N -0.1121 -0.1192 -1.1776
156 H 3.1333 0.1724 -0.1066
157 H 2.2373 0.8015 -1.5599
158 H 2.8064 -0.6949 -1.5854
159 H 0.9701 -1.5234 -0.2635
160 H 0.9265 1.1577 1.1432
161 H 1.2527 -0.3402 1.9144
162 H -0.4060 0.3098 3.4103
163 H -2.0199 0.4546 2.8807
164 H -0.8679 1.7459 2.5768
165 H -0.0849 0.8878 -1.2497
166 H -0.9377 -0.1709 -0.5982
167 C -6.6781 -0.7819 8.7446
168 C -5.9813 -1.6000 9.7581
169 C -5.8566 -3.0410 9.3192
170 O -7.0593 -3.5721 8.7979
171 C -8.1113 -3.6669 9.7186
172 N -4.6798 -1.0629 10.1295
173 H -7.7294 -1.0478 8.6340
174 H -6.1877 -0.8456 7.7733
175 H -6.6459 0.2642 9.0493
176 H -6.6387 -1.5656 10.6269
177 H -5.4788 -3.6762 10.1203
178 H -5.0851 -3.1195 8.5532
179 H -8.8498 -4.3316 9.2705
180 H -8.6296 -2.7156 9.8387
181 H -7.8204 -4.0477 10.6976
182 H -4.1898 -1.6654 10.7752
183 H -4.8338 -0.2108 10.6493
184 C 8.5556 -3.5760 6.4407
185 C 8.0707 -2.1416 6.9254
186 C 6.5603 -2.2569 7.3099
187 O 5.8328 -2.6220 6.1492
188 C 4.3893 -2.8001 6.3108
189 N 8.9163 -1.6595 7.9805
190 H 8.5157 -4.2615 7.2872
191 H 9.6286 -3.6014 6.2504
192 H 7.8853 -3.9571 5.6703
193 H 8.0551 -1.4664 6.0699
194 H 6.2783 -1.2274 7.5307
195 H 6.3928 -2.9882 8.1006
196 H 3.9243 -1.9850 6.8653
197 H 4.1913 -3.7487 6.8099
198 H 3.9127 -2.9178 5.3376
199 H 9.5470 -1.0262 7.5102
200 H 8.3532 -1.0323 8.5369
201 C 0.7265 2.9801 -8.2217
202 C 0.6537 3.0780 -6.7175
203 C -0.5966 3.5783 -6.1209
204 O -0.5257 3.6857 -4.6858
205 C -1.7029 3.9206 -3.9365
206 N 0.7536 1.7158 -6.3279
207 H 0.3530 3.9021 -8.6673
208 H 0.0028 2.2796 -8.6384
209 H 1.7238 2.8049 -8.6251
210 H 1.4750 3.6487 -6.2841
211 H -1.3794 2.8899 -6.4394
212 H -0.7764 4.6038 -6.4438
213 H -2.2330 4.8281 -4.2256
214 H -1.3934 4.0321 -2.8973
215 H -2.4232 3.1051 -4.0018
216 H 0.4170 1.4560 -5.4117
217 H 0.0147 1.2439 -6.8294